1.
98
Properties=species:S:1:pos:R:3 method="wB97M-V/def2-TZVPD" s2=3.7612 total_charge=-1 max_force_ev_per_a=1.1 multiplicity=4 total_energy_ha=-5209.638816
Co 0.365 -0.189 0.234
O -0.313 -0.037 2.310
S -0.218 0.590 3.673
C -1.884 0.166 4.362
C -2.988 0.238 3.308
C -3.176 -1.062 2.532
C -4.199 -0.927 1.409
S -3.388 -0.469 -0.204
O -1.920 -0.364 0.035
C -3.642 -2.049 -1.046
C -2.540 -2.656 -1.620
C -2.686 -3.888 -2.248
C -3.932 -4.493 -2.314
C -5.044 -3.852 -1.779
C -4.905 -2.621 -1.156
C -0.584 2.351 3.653
C -0.127 3.033 4.777
C -0.267 4.408 4.849
C -0.861 5.100 3.796
C -1.313 4.413 2.682
C -1.169 3.031 2.600
H -2.051 0.873 5.174
H -1.796 -0.843 4.782
H -2.750 1.035 2.600
H -3.933 0.503 3.790
H -3.472 -1.868 3.208
H -2.218 -1.334 2.102
H -4.920 -0.129 1.603
H -4.733 -1.858 1.239
H -1.576 -2.172 -1.555
H -1.818 -4.377 -2.677
H -4.044 -5.456 -2.796
H -6.020 -4.318 -1.832
H -5.774 -2.114 -0.748
H 0.379 2.483 5.566
H 0.131 4.947 5.700
H -0.936 6.181 3.833
H -1.747 4.950 1.848
H -1.461 2.505 1.696
C 1.522 -3.354 5.769
C 2.158 -2.748 4.542
C 2.244 -3.467 3.352
C 2.723 -2.866 2.195
C 3.121 -1.539 2.228
C 3.164 -0.846 3.429
C 2.664 -1.451 4.572
S 3.750 -0.786 0.749
O 4.638 0.263 1.169
O 4.349 -1.891 0.010
N 2.457 -0.232 -0.094
C 2.784 0.226 -1.374
C 4.061 0.564 -1.829
C 4.299 0.970 -3.147
C 3.294 1.081 -4.065
C 1.981 0.782 -3.667
C 0.884 0.881 -4.548
C -0.369 0.565 -4.121
C -0.537 0.136 -2.794
N 0.450 0.036 -1.943
C 1.716 0.359 -2.335
H 1.101 -4.336 5.549
H 0.706 -2.716 6.124
H 2.241 -3.455 6.586
H 1.915 -4.502 3.329
H 2.813 -3.419 1.269
H 3.570 0.159 3.442
H 2.651 -0.897 5.507
H 4.886 0.527 -1.137
H 5.315 1.210 -3.437
H 3.488 1.398 -5.084
H 1.058 1.219 -5.564
H -1.229 0.639 -4.774
H -1.523 -0.121 -2.423
O 2.714 5.766 -0.102
C 2.304 4.701 0.291
C 2.647 4.028 1.595
O 3.314 4.500 2.492
C 1.938 2.727 1.609
C 1.114 2.649 0.451
O 0.267 1.713 0.121
C 1.305 3.816 -0.399
O 0.741 4.057 -1.463
O 1.983 1.913 2.565
N -1.235 -6.475 1.879
C -1.200 -5.104 1.955
O -1.837 -4.516 2.795
C -0.315 -4.397 0.983
C 0.514 -5.022 0.074
C 1.221 -4.239 -0.822
C 1.068 -2.864 -0.792
N 0.324 -2.247 0.124
C -0.325 -3.012 0.997
H -1.976 -6.891 2.420
H -1.057 -6.912 0.991
H 0.644 -6.099 0.077
H 1.894 -4.675 -1.549
H 1.563 -2.239 -1.525
H -0.905 -2.511 1.759

2.
9
Properties=species:S:1:pos:R:3 method="wB97M-V/def2-TZVPD" total_charge=0 max_force_ev_per_a=3.1 smiles="O/N=c1/nno[nH]1" multiplicity=1 e_above_lowest_kj_mol=420.0
C 0.427 0.078 -0.021
H -0.594 2.850 0.010
H -1.234 -0.854 0.907
N 0.573 1.359 0.014
N 1.508 -0.750 -0.497
N 0.983 -1.883 -0.674
N -0.716 -0.727 0.112
O -0.662 1.927 0.382
O -0.285 -2.000 -0.233

3.
97
Properties=species:S:1:pos:R:3 method="wB97M-V/def2-TZVPD" s2=0.7977 total_charge=-2 max_force_ev_per_a=1.5 multiplicity=2 e_above_lowest_kj_mol=0.0
Rb 0.865 2.618 -0.066
O 1.300 1.476 2.152
N 1.174 1.385 3.427
C 1.921 0.499 4.099
C 1.843 0.338 5.462
C 0.952 1.131 6.180
C 0.189 2.043 5.492
C 0.285 2.185 4.101
S -0.672 3.294 3.258
H 2.589 -0.077 3.475
H 2.465 -0.393 5.955
H 0.856 1.034 7.253
H -0.512 2.690 5.997
C -1.021 -1.955 0.262
C -0.357 -1.036 1.270
P -0.686 -1.379 3.073
C -0.575 -3.209 3.122
C 0.469 -3.861 2.466
C 0.631 -5.229 2.581
C -0.226 -5.969 3.380
C -1.235 -5.324 4.078
C -1.400 -3.956 3.959
C -2.508 -1.111 3.079
C -3.461 -1.982 2.560
C -4.805 -1.652 2.606
C -5.214 -0.458 3.178
C -4.273 0.413 3.699
C -2.929 0.091 3.642
P -0.539 -1.446 -1.468
C -1.570 -2.671 -2.372
C -2.339 -2.283 -3.465
C -3.043 -3.216 -4.203
C -2.977 -4.560 -3.873
C -2.195 -4.963 -2.803
C -1.488 -4.029 -2.068
C -1.578 0.057 -1.713
C -2.828 0.274 -1.136
C -3.544 1.421 -1.433
C -3.035 2.355 -2.323
C -1.796 2.145 -2.907
C -1.065 1.013 -2.591
H -2.106 -1.963 0.381
H -0.662 -2.978 0.386
H -0.686 -0.002 1.126
H 0.730 -1.045 1.137
H 1.162 -3.295 1.861
H 1.433 -5.723 2.050
H -0.107 -7.040 3.462
H -1.894 -5.891 4.722
H -2.182 -3.456 4.515
H -3.160 -2.928 2.129
H -5.537 -2.334 2.194
H -6.267 -0.212 3.220
H -4.584 1.343 4.153
H -2.194 0.778 4.037
H -2.394 -1.237 -3.731
H -3.644 -2.891 -5.042
H -3.524 -5.291 -4.453
H -2.133 -6.012 -2.543
H -0.872 -4.370 -1.249
H -3.269 -0.454 -0.467
H -4.507 1.594 -0.971
H -3.594 3.245 -2.571
H -1.403 2.867 -3.610
H -0.102 0.829 -3.058
C 0.351 7.641 -0.636
S 0.821 6.769 -2.168
C -0.764 6.612 -2.907
C -1.809 5.908 -2.388
S -1.916 5.127 -0.911
S -3.266 5.941 -3.441
C -2.604 6.864 -4.750
S -3.460 7.240 -6.100
S -0.966 7.354 -4.485
H 1.255 7.726 -0.043
H -0.399 7.048 -0.117
H -0.039 8.623 -0.890
F 2.873 1.109 -2.270
C 4.101 0.520 -2.253
C 4.175 -0.800 -2.629
F 3.022 -1.411 -2.974
C 5.389 -1.525 -2.643
C 6.502 -0.786 -2.177
C 6.437 0.550 -1.873
F 7.585 1.166 -1.512
C 5.230 1.285 -1.887
C 5.181 2.667 -1.554
C 3.999 3.332 -1.259
N 3.060 3.929 -0.950
C 6.321 3.471 -1.496
N 7.223 4.189 -1.494
F 7.703 -1.394 -2.066
C 5.490 -2.863 -3.101
C 6.632 -3.649 -2.951
N 7.538 -4.357 -2.850
C 4.475 -3.488 -3.825
N 3.684 -4.037 -4.460

4.
37
Properties=species:S:1:pos:R:3 method="wB97M-V/def2-TZVPD" total_charge=0 max_force_ev_per_a=7.6 multiplicity=1 e_above_lowest_kj_mol=403.2
N -4.462 -4.374 1.730
O 1.135 -2.348 -1.692
O 2.666 -1.372 -0.496
N -1.991 -4.361 1.732
N -1.469 1.250 -3.368
N -3.270 -4.433 1.851
C -0.333 1.045 -4.044
C -1.343 1.348 -2.025
C 0.916 0.865 -3.491
C -1.627 -2.026 2.194
C -0.994 -0.885 1.945
C -0.128 -3.100 0.796
C 1.033 1.011 -2.085
C -1.300 -3.179 1.577
C 0.129 -0.716 1.056
C 0.515 -1.879 0.399
C -0.151 1.136 -1.316
N 0.644 0.548 0.774
N 1.499 -1.865 -0.649
C 1.610 1.197 1.751
C 1.617 2.670 1.377
C 0.392 2.980 0.382
C -0.225 1.572 0.099
H -0.313 0.852 -5.122
H -2.251 1.544 -1.494
H 1.757 0.492 -4.100
H -2.524 -1.958 2.908
H -1.234 0.171 2.375
H 0.360 -4.007 0.375
H 2.010 1.212 -1.647
H 2.563 0.733 1.605
H 1.237 0.870 2.731
H 1.471 3.125 2.320
H 2.517 2.943 0.808
H -0.178 3.821 0.732
H 0.905 3.415 -0.502
H -1.183 1.701 0.513

5.
19
Properties=species:S:1:pos:R:3 method="wB97M-V/def2-TZVPD" total_charge=+1 max_force_ev_per_a=3.9 multiplicity=1 e_above_lowest_kj_mol=672.1
C 1.754 0.414 0.337
C 1.302 1.773 0.409
C -0.040 2.028 -0.298
C -1.068 0.887 -0.181
C -0.174 -2.686 0.006
C -1.050 -1.498 0.103
N -0.679 -0.405 -0.618
Br 3.428 -0.243 -0.029
H 1.365 2.060 1.477
H 2.085 2.473 0.029
H -0.540 3.035 -0.148
H 0.121 2.208 -1.407
H -1.530 0.834 0.752
H -1.844 1.201 -0.836
H 0.159 -2.782 -1.011
H 0.729 -2.461 0.533
H -0.499 -3.768 0.344
H -1.662 -1.444 1.132
H -1.858 -1.626 -0.597

6.
36
Properties=species:S:1:pos:R:3 method="wB97M-V/def2-TZVPD" total_charge=0 max_force_ev_per_a=4.2 smiles="NC1=N[C@@H]2O[C@]3(CO)[C@@H](O)[C@H]4OC(=O)[C@@H](O)[C@@]4(N1)[C@@]2(Br)[C@H]3O" multiplicity=1 e_above_lowest_kj_mol=0.0
O -3.053 -0.916 -2.807
Br 0.686 -2.826 1.089
N -0.405 0.221 2.673
O 3.613 1.660 0.646
O -0.485 -2.269 -1.872
O -2.097 0.780 -1.679
O 0.471 1.207 -2.465
O 1.751 -0.988 -1.583
O 1.048 1.322 1.137
C -2.258 -0.506 -1.964
C -1.528 -0.252 2.331
N -2.503 -0.146 3.231
N -1.865 -0.753 1.115
C 2.793 1.816 -0.517
C -1.495 -1.541 -1.136
C -1.103 0.870 -0.619
C 0.275 1.525 -1.094
C -0.929 -0.594 -0.013
C 1.651 -0.456 -0.264
C 1.451 1.062 -0.220
C 0.757 0.060 1.750
C 0.497 -0.896 0.581
H 3.105 1.948 1.441
H -0.928 -2.734 -2.599
H 0.767 0.265 -2.518
H 1.216 -1.832 -1.607
H -2.186 0.430 3.985
H -3.425 0.046 2.847
H -2.422 -1.604 1.136
H 3.339 1.446 -1.374
H 2.602 2.880 -0.660
H -2.191 -2.285 -0.736
H -1.555 1.452 0.160
H 0.186 2.600 -1.004
H 2.564 -0.725 0.324
H 1.656 -0.266 2.285